No. 1
{"formula": "C6H13O2", "method": "wB97M-V/def2-TZVPD", "de_lowest_kj_mol": 47.9, "lumo_ha": 0.1234, "orbital_gap_ha": 0.2633, "charge": -1, "species": ["C", "C", "C", "H", "H", "H", "H", "H", "H", "H", "H", "C", "C", "C", "O", "O", "H", "H", "H", "H", "H"], "coordinates": [[2.3338, -1.9929, -1.6088], [2.2662, -0.6105, -2.2490], [0.9764, -2.5772, -1.2229], [2.8722, -2.6830, -2.2644], [2.9824, -1.9641, -0.7317], [1.3984, -0.5409, -2.9137], [3.1598, -0.4023, -2.8316], [0.5923, -2.0761, -0.3375], [0.2475, -2.3414, -2.0119], [2.1909, 0.1759, -1.5020], [1.0462, -3.6566, -1.0909], [-0.2793, 0.7357, 0.8871], [0.4715, 1.9473, 1.4393], [-1.8085, 0.8926, 1.0078], [-2.3215, 1.7631, 0.2714], [-2.3590, 0.1747, 1.8736], [-0.0170, 0.5433, -0.1656], [0.0377, -0.1805, 1.3957], [0.6975, 1.8230, 2.4906], [-0.1513, 2.8309, 1.2660], [1.3910, 2.1573, 0.8765]], "atomic_forces_ev_per_a": [[0.41, -0.29, 0.06], [-0.11, -0.07, 0.01], [0.00, 0.61, -0.47], [-0.23, -0.02, -0.30], [-0.03, 0.15, 0.20], [0.13, 0.07, 0.06], [0.13, 0.01, -0.12], [-0.04, -0.21, 0.23], [0.13, -0.34, 0.08], [-0.22, 0.06, 0.08], [-0.19, 0.05, 0.19], [0.51, -0.72, -0.38], [-0.14, 0.30, -0.94], [-0.06, 0.05, 0.40], [-0.02, 0.05, -0.15], [-0.14, -0.10, -0.07], [-0.17, 0.43, 0.07], [-0.09, 0.10, 0.23], [0.03, 0.15, 0.25], [-0.01, -0.04, 0.29], [0.11, -0.23, 0.28]], "mulliken_charge": [-0.2092, -0.9613, -0.9303, 0.3059, 0.2550, 0.2818, 0.3361, 0.1764, 0.2734, 0.1662, 0.3261, 0.2621, -1.1071, 0.3676, -0.7487, -0.7529, -0.0723, 0.1762, 0.2792, 0.3263, 0.2492]}



No. 2
{"formula": "C61H49N6O3P2S4Y", "method": "wB97M-V/def2-TZVPD", "de_lowest_kj_mol": 289.0, "lumo_ha": 0.1378, "orbital_gap_ha": 0.2127, "charge": -2, "species": ["Y", "C", "C", "N", "N", "C", "S", "S", "C", "C", "C", "C", "C", "C", "C", "C", "C", "C", "C", "C", "C", "O", "H", "H", "H", "H", "H", "H", "H", "H", "H", "H", "H", "H", "H", "H", "C", "C", "P", "C", "C", "C", "C", "C", "C", "C", "C", "C", "C", "C", "C", "P", "C", "C", "C", "C", "C", "C", "C", "C", "C", "C", "C", "C", "H", "H", "H", "H", "H", "H", "H", "H", "H", "H", "H", "H", "H", "H", "H", "H", "H", "H", "H", "H", "H", "H", "H", "H", "S", "C", "C", "N", "C", "S", "C", "N", "O", "C", "N", "C", "C", "O", "N", "C", "C", "C", "C", "C", "C", "C", "C", "C", "C", "C", "C", "H", "H", "H", "H", "H", "H", "H", "H", "H", "H", "H"], "coordinates": [[0.4766, 0.4861, 0.0041], [1.5942, -2.5651, -3.3523], [1.6640, -1.8194, -2.0531], [1.1423, -0.6401, -1.9636], [0.4558, -0.2611, -3.1213], [0.7021, 0.8198, -3.7544], [1.8567, 2.0911, -3.5626], [-0.4161, 1.0587, -5.1366], [0.7568, 1.3471, -6.5088], [1.6590, 0.1855, -6.8107], [2.9219, 0.0900, -6.2318], [3.7419, -0.9922, -6.5152], [3.3121, -1.9961, -7.3692], [2.0522, -1.9111, -7.9454], [1.2365, -0.8264, -7.6678], [2.3595, -2.4637, -0.9208], [3.3925, -3.3642, -1.2105], [4.0527, -4.0729, -0.2262], [3.6505, -3.9156, 1.0991], [2.6450, -3.0356, 1.4208], [2.0138, -2.2528, 0.4358], [1.1301, -1.3636, 0.8010], [0.5883, -2.4403, -3.7564], [1.8072, -3.6203, -3.2133], [2.2880, -2.1401, -4.0784], [1.3320, 2.2478, -6.3010], [0.0990, 1.5448, -7.3575], [3.2577, 0.8552, -5.5456], [4.7160, -1.0531, -6.0473], [3.9494, -2.8462, -7.5763], [1.7040, -2.6920, -8.6103], [0.2502, -0.7644, -8.1134], [3.6962, -3.4901, -2.2411], [4.8645, -4.7401, -0.4849], [4.1424, -4.4730, 1.8878], [2.3378, -2.8815, 2.4460], [-0.3227, -0.2058, 3.2400], [1.1455, 0.0127, 3.6221], [2.0143, 1.2403, 2.2627], [1.8644, 2.6165, 3.4757], [2.7980, 2.8392, 4.4830], [2.6215, 3.8684, 5.3950], [1.5038, 4.6863, 5.3214], [0.5723, 4.4753, 4.3143], [0.7529, 3.4545, 3.3948], [3.6177, 0.3504, 2.3228], [4.2719, 0.1283, 1.1132], [5.4080, -0.6596, 1.0508], [5.9343, -1.2122, 2.2091], [5.3054, -0.9822, 3.4234], [4.1473, -0.2197, 3.4755], [-0.6791, -2.0213, 3.1206], [-2.3134, -2.0648, 2.2959], [-2.6618, -3.2503, 1.6539], [-3.8909, -3.3857, 1.0271], [-4.7866, -2.3281, 1.0307], [-4.4441, -1.1327, 1.6481], [-3.2127, -1.0006, 2.2687], [-1.2064, -2.2611, 4.8752], [-2.5152, -2.1929, 5.3417], [-2.8032, -2.3811, 6.6859], [-1.7842, -2.6309, 7.5926], [-0.4733, -2.7014, 7.1421], [-0.1929, -2.5302, 5.7958], [-0.5528, 0.3314, 2.3109], [-1.0269, 0.2044, 3.9732], [1.6681, -0.9456, 3.6636], [1.2061, 0.4617, 4.6182], [3.6890, 2.2270, 4.5408], [3.3697, 4.0378, 6.1594], [1.3672, 5.4914, 6.0338], [-0.2948, 5.1187, 4.2318], [0.0412, 3.3213, 2.5876], [3.8826, 0.5743, 0.2012], [5.8775, -0.8382, 0.0932], [6.8278, -1.8236, 2.1645], [5.7073, -1.4083, 4.3347], [3.6490, -0.0818, 4.4263], [-1.9468, -4.0636, 1.6261], [-4.1378, -4.3074, 0.5158], [-5.7430, -2.4219, 0.5317], [-5.1311, -0.2969, 1.6285], [-2.9480, -0.0545, 2.7236], [-3.3229, -1.9938, 4.6477], [-3.8303, -2.3267, 7.0255], [-2.0099, -2.7737, 8.6421], [0.3324, -2.8969, 7.8393], [0.8304, -2.5994, 5.4466], [0.5798, 3.1624, -0.2761], [2.2361, 3.5192, 0.2235], [2.7661, 4.7279, -0.3622], [3.1566, 5.7056, -0.8279], [2.9565, 2.7986, 1.1065], [3.3149, 1.4313, -2.3119], [4.2538, 3.2348, 1.4848], [5.2969, 3.5068, 1.9055], [-1.6520, -2.4520, -2.3152], [-2.0516, -1.3868, -1.9140], [-3.1713, -0.7227, -2.4356], [-3.3370, 0.5827, -1.8293], [-2.2302, 0.4906, -0.7680], [-1.9555, 1.3578, 0.0837], [-1.5358, -0.6297, -0.8675], [-4.6980, 0.7675, -1.1745], [-4.9251, 1.8856, -0.3755], [-6.1610, 2.0779, 0.2169], [-7.1902, 1.1673, 0.0051], [-6.9694, 0.0635, -0.8019], [-5.7256, -0.1374, -1.3864], [-3.1383, 1.7500, -2.7941], [-3.9510, 1.8075, -3.9247], [-3.8560, 2.8680, -4.8078], [-2.9525, 3.8959, -4.5654], [-2.1429, 3.8432, -3.4455], [-2.2345, 2.7758, -2.5617], [-3.3383, -0.8512, -3.4216], [-4.1204, 2.5877, -0.2069], [-6.3216, 2.9415, 0.8489], [-8.1565, 1.3192, 0.4693], [-7.7632, -0.6545, -0.9694], [-5.5345, -1.0183, -1.9841], [-4.6818, 1.0259, -4.1034], [-4.4924, 2.8964, -5.6848], [-2.8726, 4.7242, -5.2575], [-1.4127, 4.6171, -3.2499], [-1.5967, 2.7686, -1.6894]], "atomic_forces_ev_per_a": [[-0.52, 0.46, -0.66], [-0.09, 0.00, 0.01], [0.01, 0.06, 0.09], [0.13, -0.39, -0.29], [-0.22, -0.22, -0.02], [0.21, 0.05, 0.02], [-0.06, 0.00, 0.07], [-0.06, 0.10, -0.07], [-0.01, 0.08, 0.08], [-0.02, -0.02, 0.03], [0.00, 0.02, -0.06], [0.03, -0.04, 0.05], [0.00, -0.03, 0.01], [0.00, -0.02, -0.03], [-0.03, -0.02, 0.01], [-0.02, -0.04, -0.04], [0.01, 0.00, 0.03], [-0.01, 0.01, -0.03], [0.03, -0.02, 0.01], [0.07, 0.06, 0.00], [0.05, -0.05, 0.00], [0.09, -0.08, -0.07], [0.01, 0.00, 0.01], [0.01, -0.02, 0.00], [0.08, 0.05, -0.08], [-0.03, -0.03, 0.00], [0.00, 0.02, -0.01], [0.01, 0.04, 0.05], [0.02, 0.00, 0.01], [0.02, -0.02, -0.01], [-0.01, -0.01, 0.00], [-0.03, 0.00, 0.00], [0.02, -0.01, -0.03], [0.01, -0.01, -0.01], [0.02, -0.01, 0.01], [-0.02, 0.01, 0.02], [0.06, -0.03, 0.37], [0.07, 0.11, 0.05], [-0.04, -0.02, 0.79], [-0.02, 0.02, -0.13], [0.08, 0.00, -0.03], [-0.01, 0.02, 0.03], [-0.01, 0.03, 0.02], [-0.01, 0.05, 0.04], [-0.05, -0.09, -0.01], [0.02, 0.09, -0.02], [-0.04, 0.00, -0.08], [0.03, -0.01, 0.02], [0.01, -0.01, 0.00], [0.03, -0.03, -0.02], [0.00, 0.01, 0.04], [-0.04, -0.02, -0.14], [0.04, -0.04, -0.03], [0.02, 0.02, -0.01], [-0.02, 0.00, -0.02], [-0.04, -0.03, -0.01], [-0.02, 0.00, -0.04], [0.02, 0.01, 0.00], [0.06, 0.00, 0.00], [-0.10, -0.01, -0.02], [-0.02, 0.00, 0.05], [0.00, -0.01, 0.02], [0.00, -0.01, 0.04], [0.03, 0.01, 0.01], [-0.28, -0.16, -0.15], [0.16, 0.17, -0.08], [0.01, 0.00, -0.10], [0.04, -0.10, -0.02], [0.00, -0.01, -0.01], [0.02, 0.01, 0.03], [0.00, 0.00, 0.00], [-0.03, 0.02, 0.00], [0.01, 0.00, 0.00], [0.02, -0.01, 0.03], [0.02, -0.02, -0.05], [0.01, -0.01, 0.00], [0.02, -0.01, 0.03], [-0.02, 0.01, 0.02], [0.02, -0.02, 0.00], [-0.01, -0.02, -0.01], [-0.01, 0.00, 0.00], [-0.04, 0.05, -0.03], [0.00, 0.02, 0.02], [0.01, -0.01, 0.02], [-0.02, 0.00, 0.01], [0.00, 0.00, 0.02], [0.01, 0.00, 0.01], [0.03, -0.01, -0.01], [0.02, 0.20, 0.11], [0.09, -0.05, 0.12], [-0.03, -0.09, -0.01], [0.04, 0.09, -0.01], [0.00, 0.13, -0.15], [0.11, -0.04, 0.06], [-0.08, 0.04, 0.02], [0.06, -0.02, 0.00], [0.00, -0.08, -0.02], [0.01, 0.12, -0.04], [-0.09, -0.07, -0.14], [0.05, 0.07, 0.03], [-0.07, -0.11, 0.18], [0.21, 0.08, 0.09], [-0.04, -0.16, 0.02], [-0.05, -0.01, 0.06], [-0.03, -0.01, 0.02], [-0.02, -0.01, 0.00], [-0.02, 0.02, 0.02], [-0.02, -0.01, 0.00], [-0.02, -0.03, 0.03], [0.06, -0.03, -0.09], [-0.01, 0.01, -0.01], [-0.03, 0.00, -0.04], [0.01, -0.01, -0.03], [0.05, 0.01, -0.03], [0.05, -0.01, 0.04], [0.06, 0.02, 0.02], [0.03, 0.03, 0.01], [-0.01, 0.02, 0.02], [-0.02, 0.01, 0.01], [-0.02, -0.01, 0.00], [0.00, -0.01, -0.01], [-0.01, -0.02, 0.00], [0.01, 0.00, 0.01], [0.00, 0.02, -0.01], [0.02, 0.02, 0.01], [-0.01, 0.01, -0.03]], "mulliken_charge": [-0.9784, -2.2058, 0.6266, 1.3434, -0.4110, -0.5438, -0.1509, 0.0717, -1.5024, 0.9051, -0.2071, -0.7674, -0.3842, -0.5024, -0.4239, 0.2291, -0.8541, -1.0524, -0.5451, -0.4797, 0.1489, 0.8147, 0.3154, 0.6067, 0.2932, 0.4803, 0.5167, 0.4261, 0.4044, 0.3713, 0.3691, 0.3328, 0.4882, 0.3304, 0.3553, 0.3544, 0.0547, -1.8348, 2.6732, 0.9864, -0.7363, -0.6125, -0.6635, -0.6948, -0.3564, 0.1597, 0.0735, -0.4194, -0.7041, -0.9444, -0.2596, -0.0776, 0.5809, -0.8959, -0.8231, -0.4913, -0.6143, 0.3981, 0.3787, -0.4504, -0.7072, -0.4891, -0.6436, -0.1741, -0.3556, 1.3582, 0.1894, 0.7729, 0.3192, 0.4189, 0.3460, 0.4376, 0.1522, -0.5389, 0.4406, 0.3554, 0.3748, 0.3642, 0.3190, 0.3642, 0.3797, 0.5306, 0.2411, 0.2970, 0.3995, 0.3513, 0.4034, 0.2799, -0.6533, 1.6486, -0.5725, -0.7567, 0.2845, -0.4082, -0.5062, -0.8529, -0.7349, -0.9992, 0.1301, 1.9796, 0.5678, -0.6199, 0.2131, -0.1648, -0.0170, -0.8420, -0.5091, -0.6865, -0.4131, 0.2360, -0.3594, -0.8431, -0.5101, -0.5444, 0.2798, 0.3876, 0.3898, 0.4083, 0.3587, 0.4175, 0.3689, 0.4369, 0.3623, 0.3905, 0.5149, -0.0701]}



No. 3
{"formula": "C16H28BClN4O13P2S", "method": "wB97M-V/def2-TZVPD", "lumo_ha": -0.1229, "orbital_gap_ha": 0.2077, "charge": 0, "species": ["C", "C", "C", "O", "C", "C", "N", "C", "N", "C", "C", "C", "C", "C", "N", "P", "O", "N", "P", "O", "O", "S", "C", "O", "Cl", "H", "H", "H", "H", "H", "H", "H", "H", "H", "H", "H", "H", "H", "H", "H", "H", "H", "H", "H", "H", "H", "H", "H", "H", "H", "H", "H", "H", "B", "O", "C", "O", "C", "O", "O", "O", "C", "O", "C", "O", "O"], "coordinates": [[-5.0319, -0.2779, 6.9480], [-4.4029, -0.0454, 5.4494], [-4.6695, -1.3437, 4.4730], [-3.7817, -1.4001, 3.2909], [-4.4749, -0.6545, 2.2254], [-3.5656, -0.3772, 0.8887], [-2.0823, -0.7618, 0.9011], [-1.3906, 0.2490, 0.0126], [-0.3590, 0.1110, -0.8999], [0.2179, -1.3165, -1.0086], [0.9457, -1.6213, -2.4446], [0.7619, -3.2508, -2.7743], [1.8950, -4.1924, -2.0557], [3.0573, -4.6320, -3.1738], [2.5776, -5.7261, -4.1215], [0.3654, 1.4053, -1.8807], [-0.3128, 2.8242, -1.7551], [-2.1109, 1.5323, 0.3576], [-1.5559, 2.1462, 1.9432], [-2.0341, 1.1620, 3.3058], [0.2120, 2.2850, 2.0501], [-2.2192, 3.9694, 2.3407], [-3.5671, 1.1259, 0.2337], [-3.7360, 0.9448, -1.2423], [-4.9036, 2.3360, 0.6630], [-6.2155, -0.2006, 6.9929], [-4.6383, 0.5690, 7.6879], [-4.7281, -1.3639, 7.3303], [-3.2738, 0.3011, 5.4940], [-4.9871, 0.8643, 4.9439], [-5.8088, -1.3657, 4.1403], [-4.4529, -2.3381, 5.0871], [-4.8164, 0.3764, 2.7165], [-5.4942, -1.2088, 1.9483], [-4.0042, -1.1920, 0.1352], [-1.6600, -0.9746, 1.8313], [-0.6944, -2.0814, -0.9290], [0.9152, -1.5312, -0.0647], [0.4777, -1.0697, -3.3687], [2.0998, -1.4613, -2.3115], [-0.3500, -3.6150, -2.6217], [0.9590, -3.3340, -3.9485], [2.3497, -3.7623, -1.0669], [1.3513, -5.2186, -1.7794], [3.3538, -3.7152, -3.8394], [4.0359, -5.0498, -2.6582], [2.8120, -5.4742, -5.1286], [3.1260, -6.6250, -3.9750], [1.7687, 1.5907, -1.4860], [0.4156, 1.1078, -3.3188], [-1.2307, 0.5768, 3.5349], [0.3325, 2.7519, 2.9493], [-4.4789, 0.2749, -1.4060], [5.6161, 3.7442, -2.3559], [5.8816, 3.8805, -0.9202], [7.0020, 4.6063, -0.7995], [7.5084, 4.9094, 0.2686], [7.4978, 4.9615, -2.1035], [8.4990, 5.6191, -2.3366], [6.6911, 4.4605, -3.0496], [5.5857, 2.3325, -2.7516], [4.3731, 2.1013, -3.2740], [4.0092, 1.0192, -3.7052], [3.5891, 3.3083, -3.2433], [2.4428, 3.4306, -3.6437], [4.3053, 4.3033, -2.7015]], "atomic_forces_ev_per_a": [[0.00, -0.03, 0.21], [-0.97, 0.85, -0.59], [0.01, -0.62, 1.54], [-1.95, 1.07, -0.66], [-0.59, 1.36, 1.13], [-1.04, -1.93, -0.15], [0.69, 1.24, -2.02], [-0.44, 0.39, 1.10], [-2.94, -1.84, 3.51], [-0.19, -1.91, -0.07], [0.16, -1.57, 0.39], [0.65, 0.52, -1.07], [-0.59, -1.60, -0.75], [0.83, 0.10, 0.17], [1.32, -0.05, -0.69], [-0.51, 7.82, -1.36], [1.52, -5.13, 0.22], [1.34, -1.09, -0.32], [0.47, 3.92, 3.11], [3.07, -0.37, -2.64], [-3.14, -1.26, 0.61], [0.24, -2.07, -0.74], [-0.59, -1.38, -2.16], [-0.26, -1.00, 2.10], [1.94, -1.50, 0.23], [2.53, -0.25, -0.39], [-0.71, -2.03, -1.63], [-0.57, 2.47, -0.63], [-2.30, -1.13, -0.09], [1.34, -1.79, 1.18], [2.36, 0.03, 0.66], [-0.42, 2.11, -1.37], [0.85, -1.95, -1.36], [2.37, 1.01, 0.22], [0.80, 2.27, 1.19], [-0.31, 0.17, -1.18], [1.82, 1.94, -0.02], [-1.37, 0.67, -2.25], [1.00, -0.83, 2.14], [-2.26, 0.12, -0.65], [2.27, 0.81, -0.03], [-0.50, 0.08, 2.55], [-0.79, -0.57, -2.00], [1.26, 2.21, -0.46], [-0.52, -1.51, 1.53], [-2.03, 1.25, -0.67], [-0.47, -0.24, 1.88], [-1.01, 1.66, 0.02], [-1.20, -1.21, 0.01], [-0.20, -0.70, 1.56], [-1.74, 1.05, -0.24], [-0.42, -0.71, -1.87], [1.40, 1.44, 0.61], [0.49, 0.41, 0.16], [0.58, 0.36, -0.23], [-0.64, -0.52, 4.67], [-0.67, -0.41, -1.61], [2.51, 1.74, -3.73], [-1.47, -0.98, 0.50], [0.22, 0.10, 0.79], [-1.44, -0.30, -0.59], [2.49, -3.84, -0.19], [-0.02, 1.05, 0.54], [-2.60, 3.89, -0.03], [1.09, -0.57, 0.51], [-0.78, -1.22, -0.61]], "mulliken_charge": [-1.0333, -0.0487, -0.3894, -0.3797, -0.7143, 0.0379, -0.2917, -0.2548, 0.5674, -0.4457, -0.4333, -0.8183, -0.6026, -0.5177, -0.6035, 0.2625, -0.5504, 0.1137, 0.5028, -0.3480, -0.4999, -0.3230, 0.3795, -0.4639, -0.0929, 0.2665, 0.3045, 0.2813, 0.1069, 0.2088, 0.2621, 0.3018, 0.2214, 0.2940, 0.4777, 0.2879, 0.3163, 0.2429, 0.2482, 0.3137, 0.4140, 0.3404, 0.3003, 0.3030, 0.2771, 0.3204, 0.2495, 0.2473, 0.0989, 0.1624, 0.3213, 0.3574, 0.3762, 1.1514, -0.4818, 0.5860, -0.6112, 0.5804, -0.5995, -0.5026, -0.5234, 0.6352, -0.6702, 0.6284, -0.6485, -0.4991]}



Values of max |F|, in order: 1.00; 0.96; 7.95, all in eV/Å.